No. 1
Formula: C6H17AgF6MnN7O12S2
Source: the OMol25 dataset
Level of theory: wB97M-V/def2-TZVPD

```
52
Properties=species:S:1:pos:R:3:forces:R:3:nbo_charge:R:1
Mn -0.416312 3.625081 -1.641282 -0.07 -1.41 2.25 1.786
Ag 3.009416 -0.177080 -2.724039 0.37 -0.10 -0.29 0.897
C -0.815683 -2.367256 -2.241483 1.30 0.38 0.64 0.773
F -0.919824 -1.030510 -2.358315 -0.18 0.12 -0.13 -0.339
F -1.453276 -2.731603 -1.131777 -0.29 -0.08 0.30 -0.321
F -1.334068 -2.953776 -3.264715 -0.07 -0.18 -0.38 -0.253
S 1.030192 -2.729143 -1.887150 1.16 -0.19 -0.37 2.189
O 1.328101 -2.019343 -0.651976 -0.33 0.15 -0.60 -0.984
O 1.189817 -4.140514 -1.752128 -0.32 0.22 -0.74 -0.871
N 1.906640 -2.007474 -3.146991 -1.82 -0.65 2.43 -1.293
S 1.999001 -2.940541 -4.441581 1.26 -1.81 -3.15 2.187
O 0.840749 -3.734053 -4.735311 -0.02 0.32 1.06 -0.906
O 2.538555 -2.211236 -5.561706 -0.06 0.64 1.31 -0.909
C 3.422196 -4.186365 -4.060532 -0.96 0.23 -1.00 0.753
F 2.958373 -5.360672 -3.688318 -0.11 0.00 0.51 -0.291
F 4.047501 -4.360282 -5.215843 0.29 0.15 0.03 -0.297
F 4.261726 -3.693234 -3.164575 0.15 0.07 0.34 -0.314
O 0.132383 -0.053944 0.467208 0.49 1.02 -0.20 -0.782
C 0.644951 0.902759 -0.362762 0.97 -1.10 -0.94 1.012
O 0.021314 2.021568 -0.458421 -0.96 1.16 -0.65 -0.942
O 1.631195 0.547949 -1.006764 -0.64 1.85 0.50 -0.742
H 0.784619 -0.762095 0.157822 -0.78 -0.65 0.33 0.544
O -1.718193 4.394521 -0.233469 -0.08 0.41 -0.57 -1.078
H -1.797212 5.002189 0.516199 0.46 0.08 -0.25 0.542
H -2.618569 3.951976 -0.322800 -0.01 -0.71 0.23 0.546
O 4.052537 1.834518 -2.132139 -0.02 0.16 -0.40 -0.959
H 4.530815 2.379352 -2.773490 0.07 -0.18 0.12 0.503
H 3.462650 2.436721 -1.665135 0.08 -0.19 0.19 0.491
C 1.098794 3.399714 2.919840 -0.96 0.93 -1.00 0.774
O 1.753872 3.354644 1.875982 0.10 -0.10 0.90 -0.687
N -0.112678 2.773058 2.967608 -0.41 -0.74 -0.15 -0.867
N 1.400786 4.189300 3.993763 1.25 0.00 -0.70 -0.834
H -0.733639 2.724029 3.753587 0.16 0.17 0.17 0.396
H -0.392515 2.323233 2.111779 0.00 -0.06 0.06 0.405
H 0.711971 4.589510 4.602707 -0.25 -0.18 0.00 0.401
H 2.156132 4.808346 3.723935 -0.01 -0.01 0.52 0.413
C -4.002533 1.753884 0.212689 -0.53 -0.19 -0.85 0.808
O -3.632648 2.754419 -0.428788 0.22 0.22 0.55 -0.748
N -3.124159 0.822077 0.683210 0.99 0.19 -0.55 -0.826
N -5.308143 1.453830 0.373429 0.34 -0.54 0.39 -0.806
H -2.241484 0.780133 0.188891 0.04 0.20 0.13 0.412
H -3.390005 -0.082182 1.028103 -0.57 0.08 0.11 0.398
H -5.496198 0.476801 0.502002 -0.50 0.05 0.36 0.399
H -6.040179 2.120151 0.541302 0.08 0.20 -0.41 0.432
C -0.881160 -2.414740 3.440546 0.55 0.05 1.83 0.709
O -1.589365 -2.911343 2.486606 -0.07 0.01 -0.47 -0.039
N -0.832625 -3.099495 4.596698 -0.42 0.51 -0.55 -0.717
N -0.258538 -1.251579 3.321109 -0.38 -0.64 -1.19 -0.743
H -1.544561 -3.792411 4.799076 0.21 -0.16 -0.09 0.448
H -0.510310 -2.549635 5.380902 -0.02 -0.24 0.25 0.428
H -0.123707 -0.922081 2.366530 0.11 0.55 0.09 0.459
H 0.373323 -0.937153 4.039969 0.16 -0.03 -0.01 0.441
```
Positions in Å, forces in eV/Å.

Summary:
Charge: +2
Calculated total energy: -4217.985153 a.u.
Spin multiplicity: 7
ΔE to the lowest compared entry with this formula, charge and spin: 0.772 eV
E_LUMO (alpha / beta): -0.3103 / -0.3955 hartree
Kohn-Sham gap (alpha / beta): 5.649 / 3.330 eV

***

No. 2
Formula: C6H17BeCaN8O10
Source: the OMol25 dataset
Level of theory: wB97M-V/def2-TZVPD

```
43
Properties=species:S:1:pos:R:3:forces:R:3:nbo_charge:R:1
Be 4.204017 17.937180 27.865476 4.02 -0.36 -1.40 1.611
Ca 7.033773 16.579706 25.109608 -0.36 0.49 0.35 1.886
O 4.839893 20.289633 24.337907 1.11 -0.91 -0.40 -0.715
C 5.591518 19.243087 24.777090 0.43 -1.17 1.69 0.967
O 5.792686 19.040402 25.992999 -0.84 0.50 0.53 -0.820
O 6.085525 18.490759 23.913272 0.06 -0.36 -1.35 -0.862
H 5.122274 20.123789 23.418728 -1.09 1.07 -0.58 0.511
C 5.791205 15.522163 27.266290 1.80 1.35 2.61 0.914
O 5.742250 15.842278 28.500459 -1.10 -0.36 0.11 -0.747
O 6.625584 14.769035 26.689931 0.49 -0.38 -0.41 -0.849
O 5.167243 16.323654 26.480747 -3.41 3.22 -1.82 -0.973
C 9.374576 18.078729 22.911525 0.44 0.42 0.69 0.801
O 8.873589 17.652225 23.960486 -0.79 -0.74 0.41 -0.813
N 8.719862 18.832529 22.011696 0.18 -0.61 0.49 -0.812
N 10.678563 17.867175 22.665994 0.98 0.09 -0.47 -0.806
H 7.717177 18.856173 22.109642 -0.02 0.28 -0.39 0.435
H 9.275730 19.136221 21.233427 -0.77 0.27 -0.39 0.404
H 11.120788 18.295354 21.869244 -0.04 -0.04 -0.01 0.391
H 11.309243 17.681347 23.427624 -0.29 -0.25 0.14 0.418
C 3.048469 21.437438 27.558534 -2.42 -1.15 -2.10 0.799
O 3.117295 20.217655 27.777338 1.19 -1.76 0.64 -0.786
N 2.391765 22.235269 28.404700 0.74 0.19 0.71 -0.811
N 3.163053 21.929236 26.297991 0.90 0.18 0.87 -0.829
H 2.413491 23.227771 28.255801 -0.41 0.03 0.52 0.406
H 1.984203 21.750790 29.185840 0.08 0.62 0.34 0.426
H 2.925143 22.897587 26.179766 0.06 -0.10 -0.61 0.398
H 3.434904 21.301313 25.559804 0.22 0.21 -0.08 0.435
C 6.878838 20.178581 28.753198 -0.67 2.38 0.05 0.802
O 6.081326 19.241135 28.762003 -0.56 -1.52 0.27 -0.753
N 7.468759 20.663690 29.855586 -0.24 -1.16 1.09 -0.816
N 7.059453 20.963403 27.658133 -0.37 -1.66 -0.74 -0.870
H 7.252441 20.133111 30.684607 0.39 0.30 0.23 0.415
H 8.156655 21.392565 29.855177 0.07 -0.13 -0.03 0.408
H 7.218909 21.950431 27.725291 -0.06 -0.03 -0.06 0.401
H 6.476812 20.497980 26.963064 0.16 0.96 -0.79 0.433
C 5.207821 24.325822 23.171046 -1.11 1.65 -0.02 0.761
O 4.295291 24.940894 22.648021 0.21 -0.19 0.01 -0.636
N 5.007346 23.162610 23.840749 0.74 -0.72 -0.03 -0.851
N 6.474809 24.827497 23.283568 0.51 -0.56 0.04 -0.838
H 5.813245 22.665254 24.172501 -0.35 -0.20 0.39 0.380
H 4.093594 22.929676 24.168599 -0.04 -0.08 -0.29 0.400
H 6.741738 25.632812 22.745094 -0.15 -0.12 -0.18 0.415
H 7.187737 24.162409 23.530583 0.30 0.36 -0.05 0.370
```
Positions in Å, forces in eV/Å.

Summary:
Charge: +1
Calculated total energy: -2121.668588 a.u.
Spin multiplicity: 1
ΔE to the lowest compared entry with this formula, charge and spin: 0.000 eV
E_LUMO: -0.1975 hartree
Kohn-Sham gap: 6.027 eV

***

No. 3
Formula: C6H17IOP
Source: the OMol25 dataset
Level of theory: wB97M-V/def2-TZVPD

```
26
Properties=species:S:1:pos:R:3:forces:R:3:nbo_charge:R:1
C -0.521205 0.951223 3.372393 -0.07 -0.15 0.08 -0.620
C -1.496068 0.762403 2.209976 0.02 0.04 0.05 -0.461
C -1.196190 1.591341 0.971986 0.05 -0.28 -0.13 -0.549
P 0.619463 1.400178 0.211683 0.12 0.24 -0.01 0.473
I -1.699905 3.659785 1.345226 0.03 0.08 0.00 -0.069
H -1.003314 0.683866 4.315953 0.02 0.01 0.04 0.184
H -0.178096 1.982964 3.440545 -0.02 0.01 0.02 0.219
H 0.348941 0.306240 3.251143 0.09 0.14 -0.05 0.212
H -1.462966 -0.282947 1.880432 -0.02 -0.02 0.05 0.206
H -2.516593 0.954388 2.554841 -0.03 -0.06 -0.04 0.185
H -1.886725 1.287569 0.181890 -0.06 0.21 -0.05 0.192
H 0.461366 2.675493 -0.504900 0.01 -0.04 0.05 -0.176
H 0.030115 0.687261 -0.941576 0.00 -0.13 0.06 -0.200
H 0.728112 0.098407 0.942098 0.00 -0.03 0.06 -0.227
H 1.164620 2.135709 1.377236 -0.02 -0.10 -0.01 -0.195
H 1.975147 1.195192 -0.331746 -0.09 -0.01 -0.05 -0.165
C -0.433956 -2.654622 -2.681138 -0.03 0.06 -0.11 -0.720
C 0.549397 -1.508895 -2.798782 0.10 0.14 0.39 0.603
O 0.309571 -0.531045 -3.459194 -0.08 -0.09 -0.44 -0.535
C 1.825466 -1.626140 -2.000571 -0.01 0.02 -0.10 -0.727
H -1.314736 -2.441123 -3.281979 -0.01 0.00 -0.01 0.226
H 0.026311 -3.584931 -3.021767 0.01 -0.02 0.06 0.211
H -0.727891 -2.781762 -1.637985 0.05 -0.01 0.02 0.232
H 2.388142 -2.511389 -2.309560 -0.03 -0.04 0.04 0.204
H 1.587465 -1.718138 -0.939004 -0.02 0.02 0.02 0.248
H 2.423528 -0.731026 -2.147201 -0.01 0.01 0.03 0.248
```
Positions in Å, forces in eV/Å.

Summary:
Charge: -1
Calculated total energy: -952.989799 a.u.
Spin multiplicity: 1
ΔE to the lowest compared entry with this formula, charge and spin: 0.000 eV
E_LUMO: 0.1132 hartree
Kohn-Sham gap: 6.439 eV